Record 1
{
  "formula": "C40H50F30O20",
  "method": "ωB97M-V/def2-TZVPD",
  "symbols": ["C", "C", "O", "C", "O", "C", "F", "F", "F", "H", "H", "H", "H", "H", "C", "C", "O", "C", "O", "C", "F", "F", "F", "H", "H", "H", "H", "H", "C", "C", "O", "C", "O", "C", "F", "F", "F", "H", "H", "H", "H", "H", "C", "C", "O", "C", "O", "C", "F", "F", "F", "H", "H", "H", "H", "H", "C", "C", "O", "C", "O", "C", "F", "F", "F", "H", "H", "H", "H", "H", "C", "C", "O", "C", "O", "C", "F", "F", "F", "H", "H", "H", "H", "H", "C", "C", "O", "C", "O", "C", "F", "F", "F", "H", "H", "H", "H", "H", "C", "C", "O", "C", "O", "C", "F", "F", "F", "H", "H", "H", "H", "H", "C", "C", "O", "C", "O", "C", "F", "F", "F", "H", "H", "H", "H", "H", "C", "C", "O", "C", "O", "C", "F", "F", "F", "H", "H", "H", "H", "H"],
  "xyz": [[2.13, -3.20, -2.89], [1.90, -1.78, -3.46], [1.43, -1.89, -4.80], [0.75, -0.89, -5.41], [0.40, 0.16, -4.80], [0.53, -1.01, -6.93], [1.12, 0.00, -7.56], [1.00, -2.11, -7.38], [-0.78, -1.08, -7.15], [2.64, -3.84, -3.60], [1.19, -3.68, -2.64], [2.71, -3.27, -1.96], [2.83, -1.21, -3.37], [1.15, -1.23, -2.89], [3.47, 0.80, 4.78], [2.58, 1.69, 3.95], [1.20, 1.71, 4.30], [0.45, 0.66, 3.93], [0.82, -0.27, 3.16], [-0.96, 0.69, 4.51], [-1.87, 0.51, 3.49], [-1.08, -0.29, 5.41], [-1.23, 1.84, 5.13], [4.53, 0.92, 4.56], [3.26, -0.27, 4.78], [3.43, 1.06, 5.83], [2.70, 1.51, 2.88], [2.86, 2.74, 4.09], [-6.59, 3.93, 3.02], [-5.73, 2.85, 2.31], [-4.49, 3.43, 1.95], [-3.67, 2.79, 1.04], [-3.98, 1.72, 0.48], [-2.38, 3.58, 0.71], [-2.55, 4.12, -0.50], [-2.08, 4.59, 1.52], [-1.38, 2.74, 0.66], [-6.13, 4.18, 3.97], [-7.57, 3.48, 3.23], [-6.80, 4.78, 2.37], [-6.37, 2.54, 1.49], [-5.56, 2.01, 2.98], [0.53, 2.68, -2.50], [1.66, 3.27, -3.32], [2.87, 3.19, -2.57], [4.10, 3.34, -3.19], [4.23, 3.45, -4.44], [5.29, 3.38, -2.23], [5.08, 2.78, -1.02], [6.29, 2.70, -2.76], [5.74, 4.59, -2.15], [-0.40, 2.59, -3.07], [0.23, 3.26, -1.63], [0.70, 1.67, -2.13], [1.46, 4.27, -3.69], [1.82, 2.69, -4.22], [1.14, -5.13, 1.64], [0.78, -5.05, 0.13], [-0.59, -4.72, 0.05], [-1.26, -4.85, -1.04], [-0.76, -5.17, -2.12], [-2.76, -4.41, -0.91], [-3.09, -4.06, 0.31], [-2.97, -3.44, -1.73], [-3.60, -5.35, -1.27], [0.43, -5.84, 2.08], [1.02, -4.14, 2.08], [2.11, -5.51, 1.94], [1.03, -6.00, -0.35], [1.42, -4.29, -0.29], [-1.57, 7.49, -0.10], [-0.22, 6.95, -0.59], [0.29, 6.17, 0.46], [1.46, 5.54, 0.37], [2.26, 5.66, -0.57], [1.77, 4.69, 1.65], [1.42, 3.45, 1.40], [3.06, 4.78, 1.95], [1.00, 5.06, 2.68], [-1.35, 7.93, 0.87], [-2.23, 6.63, 0.00], [-1.94, 8.23, -0.81], [0.45, 7.68, -1.03], [-0.44, 6.39, -1.50], [7.50, -0.53, 1.07], [6.99, -1.71, 0.30], [7.88, -2.83, 0.21], [7.58, -3.89, -0.55], [6.52, -4.07, -1.18], [8.65, -5.10, -0.49], [7.94, -6.19, -0.10], [9.20, -5.38, -1.60], [9.64, -4.86, 0.38], [6.77, 0.27, 1.11], [8.39, -0.17, 0.55], [7.74, -0.84, 2.09], [6.66, -1.42, -0.70], [6.08, -2.06, 0.78], [-7.65, 0.15, -2.02], [-6.38, 0.82, -1.33], [-5.41, 1.42, -2.25], [-4.71, 0.68, -3.09], [-4.65, -0.53, -3.14], [-3.79, 1.41, -4.10], [-4.02, 0.86, -5.29], [-3.99, 2.71, -4.09], [-2.48, 1.15, -3.79], [-7.35, -0.64, -2.70], [-8.15, 0.87, -2.68], [-8.47, -0.12, -1.35], [-5.88, 0.14, -0.65], [-6.72, 1.67, -0.74], [-1.84, -3.07, 3.25], [-1.95, -4.53, 3.68], [-3.28, -4.95, 3.31], [-4.19, -5.19, 4.21], [-4.01, -5.27, 5.43], [-5.66, -5.24, 3.65], [-5.59, -5.40, 2.30], [-6.39, -6.19, 4.19], [-6.28, -4.08, 3.86], [-2.10, -2.91, 2.21], [-0.85, -2.63, 3.37], [-2.51, -2.56, 3.95], [-1.65, -4.58, 4.73], [-1.32, -5.16, 3.06], [-1.22, -0.99, -1.17], [-0.71, -0.41, 0.13], [0.66, -0.03, 0.02], [1.68, -0.81, 0.21], [1.66, -2.03, 0.20], [3.05, -0.02, 0.13], [3.78, -0.30, 1.24], [3.68, -0.44, -0.99], [2.85, 1.27, -0.01], [-0.69, -1.90, -1.44], [-1.00, -0.33, -2.01], [-2.30, -1.10, -1.09], [-0.82, -1.07, 0.99], [-1.22, 0.53, 0.38]],
  "total_energy_ha": -6055.04654,
  "charge": -1,
  "de_lowest_kcal_mol": 0.0,
  "spin_multiplicity": 2,
  "homo_lumo_gap_ev": [2.517, 7.463],
  "lumo_ha": [0.06854, 0.06830],
  "mol_weight_g_mol": 1420.8,
  "largest_force_ev_per_a": 5.7
}

***

Record 2
{
  "formula": "C40H50O20S5",
  "method": "ωB97M-V/def2-TZVPD",
  "symbols": ["C", "C", "O", "S", "O", "O", "O", "H", "H", "H", "H", "C", "C", "O", "S", "O", "O", "O", "H", "H", "H", "H", "C", "C", "O", "S", "O", "O", "O", "H", "H", "H", "H", "C", "C", "O", "S", "O", "O", "O", "H", "H", "H", "H", "C", "C", "O", "S", "O", "O", "O", "H", "H", "H", "H", "C", "C", "C", "C", "C", "C", "H", "H", "H", "H", "H", "H", "C", "C", "C", "C", "C", "C", "H", "H", "H", "H", "H", "H", "C", "C", "C", "C", "C", "C", "H", "H", "H", "H", "H", "H", "C", "C", "C", "C", "C", "C", "H", "H", "H", "H", "H", "H", "C", "C", "C", "C", "C", "C", "H", "H", "H", "H", "H", "H"],
  "xyz": [[32.04, 5.96, 11.01], [31.83, 6.97, 9.93], [31.64, 8.24, 10.60], [30.89, 8.08, 12.05], [29.46, 8.40, 11.82], [31.59, 8.72, 13.18], [31.19, 6.43, 12.02], [33.05, 5.96, 11.42], [31.66, 4.99, 10.71], [30.98, 6.87, 9.26], [32.78, 7.01, 9.40], [14.65, 1.00, 14.73], [14.53, -0.52, 14.84], [13.57, -0.78, 15.78], [12.54, 0.57, 16.02], [12.18, 0.62, 17.43], [11.45, 0.58, 15.07], [13.76, 1.62, 15.59], [14.38, 1.16, 13.69], [15.64, 1.42, 14.92], [15.47, -1.00, 15.14], [14.20, -1.06, 13.95], [30.06, -6.27, 11.40], [31.22, -6.18, 12.33], [31.58, -4.83, 12.58], [30.42, -3.85, 11.84], [30.84, -3.39, 10.50], [29.97, -2.82, 12.83], [29.38, -5.12, 11.68], [29.42, -7.14, 11.48], [30.48, -6.15, 10.40], [32.17, -6.66, 12.09], [30.92, -6.56, 13.31], [11.81, -4.56, 6.97], [11.27, -3.30, 7.65], [12.43, -2.49, 7.74], [13.71, -2.95, 6.88], [14.94, -2.65, 7.58], [13.57, -2.60, 5.44], [13.14, -4.47, 7.09], [11.70, -4.75, 5.91], [11.57, -5.50, 7.47], [10.96, -3.34, 8.69], [10.53, -2.81, 7.01], [22.22, 8.18, 17.55], [21.17, 7.59, 16.69], [20.02, 8.12, 17.15], [20.15, 9.11, 18.41], [19.21, 8.79, 19.54], [20.19, 10.51, 17.99], [21.65, 8.64, 18.71], [22.68, 9.03, 17.04], [22.89, 7.40, 17.91], [21.06, 6.50, 16.69], [21.24, 7.95, 15.66], [23.85, -8.31, 15.25], [23.88, -7.03, 15.75], [23.81, -6.80, 17.11], [23.89, -7.85, 17.91], [23.95, -9.24, 17.40], [23.89, -9.43, 16.04], [23.86, -8.42, 14.17], [23.90, -6.19, 15.07], [23.76, -5.79, 17.50], [23.86, -7.59, 18.96], [23.94, -10.03, 18.15], [23.69, -10.42, 15.67], [14.21, 5.62, 3.60], [15.20, 4.70, 3.91], [15.71, 4.54, 5.13], [15.13, 5.14, 6.24], [14.12, 6.13, 5.96], [13.64, 6.41, 4.63], [14.00, 5.78, 2.56], [15.75, 4.24, 3.10], [16.65, 4.00, 5.19], [15.36, 4.96, 7.28], [13.68, 6.60, 6.83], [12.87, 7.11, 4.35], [21.39, 1.98, 20.12], [21.68, 2.94, 21.04], [20.68, 3.35, 21.95], [19.45, 2.70, 21.91], [19.21, 1.80, 20.95], [20.14, 1.52, 19.93], [22.23, 1.72, 19.48], [22.69, 3.31, 21.11], [20.83, 4.12, 22.70], [18.60, 3.05, 22.48], [18.27, 1.28, 20.81], [19.71, 1.01, 19.08], [26.64, 5.30, 1.90], [25.56, 4.97, 2.71], [25.05, 3.66, 2.77], [25.76, 2.65, 2.16], [26.92, 2.85, 1.38], [27.25, 4.19, 1.18], [26.90, 6.29, 1.58], [24.95, 5.65, 3.28], [24.19, 3.34, 3.33], [25.39, 1.67, 2.40], [27.40, 2.00, 0.93], [28.18, 4.47, 0.70], [23.91, 3.30, 11.09], [23.98, 2.38, 12.10], [22.88, 1.74, 12.49], [21.66, 1.82, 11.83], [21.64, 2.60, 10.75], [22.76, 3.33, 10.36], [24.75, 3.79, 10.62], [24.96, 2.52, 12.54], [22.97, 1.13, 13.38], [20.83, 1.13, 11.93], [20.79, 2.49, 10.09], [22.59, 3.92, 9.47]],
  "total_energy_ha": -5049.52382,
  "homo_lumo_gap_ev": 9.402,
  "lumo_ha": 0.00642,
  "mol_weight_g_mol": 1011.2,
  "largest_force_ev_per_a": 6.5
}

***

Record 3
{
  "formula": "C40H51Cl3Cs2F6MgN3O9PS2",
  "method": "ωB97M-V/def2-TZVPD",
  "symbols": ["C", "C", "C", "C", "C", "C", "C", "C", "C", "C", "S", "C", "S", "N", "C", "C", "C", "C", "C", "O", "O", "C", "O", "H", "H", "H", "H", "H", "H", "H", "H", "H", "H", "H", "H", "H", "H", "H", "H", "H", "H", "H", "H", "H", "H", "H", "C", "O", "N", "N", "H", "H", "H", "H", "Cl", "C", "Cl", "Cl", "H", "H", "Cs", "F", "P", "F", "F", "F", "F", "F", "Cs", "C", "O", "O", "O", "C", "C", "C", "C", "C", "C", "H", "H", "H", "H", "H", "H", "H", "H", "H", "H", "H", "H", "H", "H", "Mg", "C", "C", "C", "C", "C", "C", "C", "O", "C", "C", "C", "C", "C", "C", "C", "O", "H", "H", "H", "H", "H", "H", "H", "H"],
  "xyz": [[1.23, 5.07, 0.07], [0.07, 4.72, 0.57], [-1.30, 4.09, 1.19], [-1.04, 2.52, 1.42], [-1.14, 1.63, 0.06], [-0.90, 0.11, 0.49], [0.33, -0.63, 0.55], [1.82, -0.17, 0.18], [2.50, 0.81, 1.26], [2.78, 0.08, 2.71], [1.84, 1.03, 4.00], [3.08, 2.00, 5.00], [4.46, 1.11, 5.52], [2.95, 3.40, 5.39], [4.15, 4.15, 4.86], [5.20, 4.50, 6.06], [1.70, 4.04, 4.86], [0.34, 3.63, 5.63], [-0.14, -2.10, 1.08], [0.56, -3.16, 1.14], [-1.53, -2.05, 1.51], [-2.09, -0.87, 0.93], [-3.29, -0.55, 0.71], [2.32, 5.00, -0.31], [-2.20, 4.22, 0.49], [-1.56, 4.60, 2.19], [0.01, 2.39, 1.87], [-1.79, 2.03, 2.17], [-0.47, 2.01, -0.79], [-2.24, 1.75, -0.30], [1.79, 0.35, -0.85], [2.46, -1.14, 0.16], [3.56, 1.06, 0.85], [1.97, 1.82, 1.38], [3.92, 0.05, 2.92], [2.37, -0.99, 2.66], [4.76, 3.55, 4.08], [3.87, 5.16, 4.34], [5.97, 5.30, 5.75], [4.66, 4.77, 7.05], [5.78, 3.52, 6.27], [1.66, 3.91, 3.71], [1.83, 5.19, 5.03], [-0.46, 4.40, 5.29], [-0.07, 2.59, 5.34], [0.43, 3.64, 6.78], [0.97, -6.54, -0.91], [0.23, -6.41, -1.86], [1.86, -7.55, -0.81], [0.97, -5.68, 0.14], [2.48, -7.67, -0.02], [1.89, -8.21, -1.57], [0.32, -4.91, 0.10], [1.58, -5.78, 0.94], [3.76, 7.16, 4.21], [-2.02, 6.05, -2.26], [-0.56, 6.19, -1.28], [-2.30, 4.37, -2.74], [-2.87, 6.40, -1.69], [-1.90, 6.66, -3.16], [4.26, -7.40, -0.07], [-6.63, -2.91, -0.34], [-5.67, -3.57, 0.76], [-6.11, -3.88, 2.27], [-5.71, -2.02, 1.14], [-6.60, -4.87, 0.66], [-4.16, -3.59, 1.28], [-4.83, -4.19, -0.46], [4.62, -0.86, 7.08], [-2.54, -8.50, -1.70], [-2.85, -8.12, -0.58], [-1.40, -8.86, -2.05], [-3.32, -8.57, -2.67], [-2.41, -5.31, 2.93], [-3.07, -4.54, 4.06], [-2.07, -3.75, 4.91], [-1.02, -4.59, 5.65], [-1.58, -5.66, 6.59], [-2.40, -5.08, 7.73], [-1.71, -6.06, 3.30], [-3.17, -5.83, 2.33], [-1.87, -4.63, 2.26], [-3.64, -5.23, 4.69], [-3.79, -3.84, 3.64], [-2.63, -3.15, 5.64], [-1.55, -3.03, 4.27], [-0.38, -3.92, 6.22], [-0.37, -5.08, 4.91], [-0.75, -6.23, 7.01], [-2.19, -6.38, 6.03], [-1.80, -4.40, 8.33], [-2.75, -5.89, 8.39], [-3.28, -4.55, 7.37], [-0.68, 7.54, -4.03], [2.77, 2.32, -12.19], [3.60, 3.27, -11.59], [3.25, 3.82, -10.36], [2.07, 3.43, -9.73], [1.23, 2.50, -10.34], [1.59, 1.93, -11.56], [-0.05, 2.11, -9.70], [-0.78, 1.29, -10.23], [-0.43, 2.74, -8.42], [-1.66, 2.43, -7.84], [-2.02, 3.01, -6.62], [-1.15, 3.89, -5.98], [0.07, 4.21, -6.56], [0.43, 3.64, -7.79], [1.72, 4.01, -8.41], [2.48, 4.79, -7.86], [3.05, 1.88, -13.14], [4.52, 3.58, -12.08], [3.90, 4.56, -9.90], [0.95, 1.19, -12.03], [-2.34, 1.74, -8.33], [-2.98, 2.77, -6.17], [-1.43, 4.34, -5.03], [0.74, 4.90, -6.06]],
  "total_energy_ha": -5753.49825,
  "homo_lumo_gap_ev": 1.437,
  "lumo_ha": -0.18151,
  "mol_weight_g_mol": 1323.4,
  "largest_force_ev_per_a": 7.0
}

***

Record 4
{
  "formula": "C40H51FNO8OsSSiTe",
  "method": "ωB97M-V/def2-TZVPD",
  "symbols": ["Os", "C", "Te", "C", "C", "C", "C", "C", "C", "C", "H", "H", "H", "H", "H", "H", "H", "H", "O", "C", "O", "C", "C", "C", "C", "O", "C", "O", "C", "C", "H", "H", "H", "H", "H", "O", "N", "C", "C", "C", "C", "C", "H", "H", "H", "H", "H", "C", "C", "C", "C", "O", "Si", "S", "O", "C", "C", "C", "C", "O", "C", "C", "C", "C", "H", "H", "H", "H", "H", "H", "H", "H", "H", "H", "H", "H", "H", "H", "H", "H", "H", "H", "H", "H", "H", "H", "H", "H", "H", "H", "H", "F", "C", "C", "C", "C", "C", "C", "C", "H", "H", "H", "H", "H", "H"],
  "xyz": [[0.21, 0.42, 0.75], [-1.64, 0.43, 5.13], [0.04, 0.21, 3.84], [0.98, 1.60, 5.14], [0.17, 1.57, 6.42], [0.68, 2.11, 7.61], [-0.07, 2.08, 8.77], [-1.34, 1.52, 8.76], [-1.85, 0.99, 7.59], [-1.10, 1.01, 6.41], [-2.10, -0.55, 5.28], [-2.39, 1.08, 4.67], [1.00, 2.60, 4.71], [2.01, 1.29, 5.31], [1.68, 2.54, 7.61], [0.34, 2.48, 9.69], [-1.93, 1.49, 9.67], [-2.84, 0.56, 7.58], [-1.55, -0.51, 0.57], [-1.29, -1.66, 1.11], [-0.17, -1.85, 1.64], [-2.34, -2.70, 1.12], [-3.62, -2.43, 0.66], [-4.62, -3.41, 0.66], [-4.26, -4.65, 1.13], [-5.04, -5.76, 1.23], [-4.19, -6.80, 1.74], [-2.90, -6.23, 2.00], [-2.98, -4.92, 1.59], [-2.00, -3.98, 1.61], [-3.84, -1.44, 0.30], [-5.62, -3.22, 0.30], [-4.10, -7.59, 1.00], [-4.61, -7.18, 2.68], [-1.00, -4.18, 1.97], [2.23, 0.26, 1.82], [2.84, -0.89, 2.04], [3.55, -0.99, 3.18], [4.21, -2.15, 3.51], [4.15, -3.24, 2.65], [3.42, -3.11, 1.48], [2.78, -1.93, 1.18], [3.55, -0.10, 3.78], [4.76, -2.19, 4.44], [4.66, -4.16, 2.89], [3.33, -3.93, 0.77], [2.20, -1.76, 0.28], [2.30, 3.11, -3.77], [0.78, 3.11, -3.88], [0.33, 2.90, -5.32], [0.20, 4.41, -3.33], [0.25, 2.06, -3.05], [0.33, 0.42, -3.14], [1.04, -0.29, -1.28], [-1.08, -0.17, -3.73], [-2.42, -0.27, -3.25], [-2.69, 0.75, -2.16], [-2.62, -1.69, -2.74], [-3.32, -0.02, -4.46], [1.45, 0.02, -4.26], [1.71, -1.19, -4.98], [3.16, -1.11, -5.41], [0.79, -1.23, -6.20], [1.48, -2.41, -4.10], [2.72, 3.92, -4.38], [2.71, 2.16, -4.12], [2.60, 3.26, -2.73], [0.67, 3.72, -5.95], [-0.76, 2.85, -5.37], [0.73, 1.97, -5.71], [0.55, 5.26, -3.92], [0.50, 4.56, -2.30], [-0.89, 4.38, -3.37], [-2.05, 0.55, -1.30], [-3.73, 0.70, -1.83], [-2.48, 1.76, -2.52], [-2.00, -1.86, -1.86], [-2.34, -2.41, -3.52], [-3.66, -1.86, -2.47], [-3.14, 0.98, -4.85], [-4.37, -0.11, -4.18], [-3.10, -0.74, -5.24], [3.32, -0.24, -6.05], [3.45, -2.01, -5.96], [3.81, -1.01, -4.54], [1.00, -0.38, -6.86], [-0.25, -1.16, -5.88], [0.93, -2.15, -6.76], [2.11, -2.36, -3.21], [1.72, -3.32, -4.66], [0.44, -2.47, -3.77], [4.39, 4.56, 1.42], [3.16, 4.04, 1.24], [2.31, 3.96, 2.34], [1.06, 3.41, 2.16], [0.64, 2.95, 0.91], [-0.65, 2.28, 0.70], [1.51, 3.08, -0.17], [2.79, 3.61, -0.01], [2.65, 4.32, 3.30], [0.37, 3.34, 2.99], [-1.07, 2.46, -0.29], [-1.39, 2.41, 1.49], [1.19, 2.73, -1.15], [3.48, 3.70, -0.84]],
  "total_energy_ha": -3357.82409,
  "de_lowest_kcal_mol": 46.7,
  "spin_multiplicity": 2,
  "homo_lumo_gap_ev": [6.909, 6.598],
  "lumo_ha": [-0.00241, -0.00533],
  "mol_weight_g_mol": 1070.8,
  "largest_force_ev_per_a": 2.6
}